a.
Computed, not measured: a molecular structure, C2H7N3P, with ωB97M-V/def2-TZVPD.

Geometry as ORCA input:
```
! RIJCOSX wB97M-V def2-TZVPD def2/J DEFGRID3
* xyz 1 1
P -2.15 0.36 -0.13
N 1.99 0.96 -0.02
N 0.38 -0.86 0.07
N -0.86 1.42 0.02
C 0.77 0.38 0.04
C -1.00 -1.29 0.25
H 2.85 0.38 0.01
H -1.08 -2.03 -0.48
H -1.13 -1.77 1.17
H -2.02 0.33 -1.46
H 0.87 -1.81 0.16
H -0.68 2.05 0.81
H 2.06 1.86 -0.43
*
```

The value obtained for the HOMO energy is -13.8 eV. As for the HOMO-LUMO gap: 9.54 eV.

b.
Computed, not measured: a gas-phase ion, C2H7N3P (charge +1), with ωB97M-V/def2-TZVPD.

Geometry as ORCA input:
```
! RIJCOSX wB97M-V def2-TZVPD def2/J DEFGRID3
* xyz 1 1
P 1.45 0.43 0.31
N 2.85 0.67 -0.39
N -0.78 -0.61 -0.01
N -1.83 1.35 -0.11
C 0.48 -1.17 -0.05
C -0.75 0.71 -0.04
H -1.63 -1.13 -0.07
H 2.83 0.37 -1.36
H -2.75 0.87 -0.02
H 1.35 0.96 1.68
H -1.95 2.38 -0.18
H 0.50 -2.06 0.68
H 0.71 -1.62 -1.03
*
```

The value obtained for the HOMO energy is -14.3 eV. Its SMILES is N=[P@@H]1CNC1=[NH2+]. As for the HOMO-LUMO gap: 10.09 eV.

The least stable of them is a.

a.
Computed, not measured: a molecular structure, C24H19AsMoO4S5SbSe, with ωB97M-V/def2-TZVPD.

Geometry as ORCA input:
```
! RIJCOSX wB97M-V def2-TZVPD def2/J DEFGRID3
* xyz 0 2
Sb -0.51 1.83 2.82
Mo 0.17 0.01 -0.04
Se -0.07 1.94 -2.99
As 2.70 0.10 -0.80
S 0.06 -1.52 1.81
S -1.21 4.10 2.69
S 0.71 -2.07 -1.14
S 1.26 1.76 1.17
S -1.76 0.95 0.95
O -0.31 0.48 -1.66
O -0.12 1.08 -4.33
O -1.31 2.85 -2.59
O 1.39 2.39 -2.48
C 1.81 -3.42 2.62
C 2.58 -0.66 -2.55
C 4.08 -0.73 1.56
C 5.28 1.19 -0.97
C 3.05 -0.92 -4.87
C 3.31 -0.29 -3.66
C 6.28 2.15 -1.05
C 0.14 -4.20 1.07
C 2.08 -1.90 -4.95
C 3.61 2.92 -0.81
C 4.62 3.88 -0.88
C 5.21 -2.83 1.88
C 5.95 3.49 -1.01
C 0.66 -5.48 1.17
C 1.58 -1.62 -2.62
C 1.33 -2.26 -3.83
C 0.73 -3.16 1.78
C 3.68 -1.15 0.30
C 4.80 -3.24 0.62
C 4.04 -2.40 -0.18
C 3.95 1.58 -0.85
C 1.75 -5.74 1.99
C 2.32 -4.71 2.72
C 4.85 -1.58 2.35
H 5.08 -4.22 0.25
H 5.55 0.14 -0.99
H -0.73 -4.02 0.46
H 4.36 4.92 -0.85
H 2.25 -2.61 3.19
H 6.72 4.24 -1.07
H 2.58 3.23 -0.74
H 3.81 0.25 1.93
H 0.20 -6.29 0.61
H 4.05 0.50 -3.59
H 3.16 -4.90 3.38
H 3.73 -2.72 -1.16
H 3.60 -0.63 -5.76
H 7.31 1.84 -1.15
H 2.15 -6.74 2.07
H 5.17 -1.25 3.33
H 1.87 -2.38 -5.89
H 0.56 -3.01 -3.90
H 5.81 -3.49 2.49
*
```

The value obtained for the HOMO energy (spin up / spin down) is -8.5 / -8.5 eV. Its expectation value of S² is 0.7559. As for the HOMO-LUMO gap (spin up / spin down): 6.48 / 5.69 eV.

b.
Computed, not measured: a molecular structure, C24H19AsMoO4S5SbSe, with ωB97M-V/def2-TZVPD.

Geometry as ORCA input:
```
! RIJCOSX wB97M-V def2-TZVPD def2/J DEFGRID3
* xyz 0 2
Sb -3.30 4.04 1.93
Mo -0.92 2.12 -0.47
Se -2.94 3.79 -1.46
As -0.84 -0.27 0.51
S -5.13 2.82 1.87
S 0.93 3.35 0.30
S 0.00 0.96 -2.22
S -1.34 2.31 1.82
S 1.96 3.92 -1.39
O -1.28 3.75 -1.74
O -2.93 2.23 -0.82
O -3.88 4.10 -2.69
O -3.18 4.77 -0.15
C -0.27 -2.84 -0.85
C 0.61 -1.52 -3.14
C 1.53 -0.41 3.97
C 3.98 0.38 -1.50
C 3.72 1.18 -3.75
C -4.60 -2.11 2.60
C -2.37 -1.02 1.38
C 0.10 -0.80 -2.06
C 3.04 2.30 -3.27
C -3.59 -0.37 1.29
C 4.18 0.22 -2.87
C 0.44 -0.32 3.11
C 0.22 -3.57 -1.93
C 0.62 -0.52 1.75
C 1.88 -0.82 1.24
C 0.67 -2.90 -3.06
C 3.32 1.50 -1.02
C 2.97 -0.91 2.10
C 2.84 2.46 -1.90
C -3.38 -2.76 2.69
C -0.32 -1.46 -0.92
C -4.71 -0.92 1.90
C -2.26 -2.21 2.09
C 2.79 -0.70 3.47
H 3.64 -0.77 4.14
H 3.17 1.63 0.05
H 3.95 -1.14 1.71
H -5.65 -0.39 1.85
H 2.65 3.03 -3.96
H -3.68 0.58 0.77
H -0.61 -3.36 0.04
H 0.26 -4.65 -1.88
H -3.29 -3.69 3.25
H 2.02 -0.99 0.18
H -0.54 -0.08 3.50
H -5.47 -2.54 3.08
H 1.39 -0.25 5.03
H 1.05 -3.47 -3.90
H 4.36 -0.36 -0.81
H 4.70 -0.66 -3.24
H 3.87 1.07 -4.81
H 0.96 -1.00 -4.02
H -1.29 -2.70 2.19
*
```

The value obtained for the HOMO energy (spin up / spin down) is -8.1 / -8.1 eV. Its expectation value of S² is 0.7665. As for the HOMO-LUMO gap (spin up / spin down): 6.24 / 6.48 eV.

The least stable of them is a.

a.
Computed, not measured: a single C5H10O4 molecule, with ωB97M-V/def2-TZVPD.

Geometry as ORCA input:
```
! RIJCOSX wB97M-V def2-TZVPD def2/J DEFGRID3
* xyz 0 1
O -1.28 0.63 1.55
O -0.02 -1.84 -0.63
O -0.14 1.34 -0.43
O 0.68 -1.07 1.43
C 0.90 0.42 -0.64
C -1.02 0.23 0.28
C -2.25 -0.11 -0.53
C 0.18 -0.72 0.18
C 2.25 0.87 -0.14
H 1.64 -1.11 1.43
H 2.20 1.08 0.93
H 0.95 0.13 -1.70
H 3.00 0.11 -0.31
H 2.54 1.78 -0.67
H -2.80 -0.90 -0.03
H -1.96 -0.44 -1.52
H -1.81 1.45 1.53
H -0.16 -2.64 -0.11
H -2.89 0.77 -0.62
*
```

The value obtained for the HOMO energy is -9.8 eV. Its SMILES is C[C@@H]1O[C@](C)(O)C1(O)O. As for the HOMO-LUMO gap: 10.55 eV.

b.
Computed, not measured: a single C5H10O4 molecule, with ωB97M-V/def2-TZVPD.

Geometry as ORCA input:
```
! RIJCOSX wB97M-V def2-TZVPD def2/J DEFGRID3
* xyz 0 1
O -1.14 -2.02 -0.89
O -2.34 -1.49 0.92
O 1.77 0.00 -1.56
O 0.34 1.44 1.55
C 0.07 -0.82 0.85
C -0.75 1.21 -0.57
C -1.26 -1.47 0.34
C 0.28 0.61 0.39
C 1.73 0.63 -0.29
H 2.02 1.68 -0.42
H -0.90 0.61 -1.48
H 2.50 0.20 0.37
H -1.72 1.37 -0.09
H 0.86 -1.52 0.56
H -0.57 1.60 1.87
H -0.41 2.19 -0.93
H 0.02 -0.90 1.94
H -2.03 -2.40 -1.08
H 1.53 -0.93 -1.45
*
```

The value obtained for the HOMO energy is -10.3 eV. Its SMILES is C[C@](O)(CO)CC(=O)O. As for the HOMO-LUMO gap: 10.83 eV.

The least stable of them is a.

a.
Computed, not measured: 2 unconnected molecules or ions with the total composition C3H12N4O, with ωB97M-V/def2-TZVPD.

Geometry as ORCA input:
```
! RIJCOSX wB97M-V def2-TZVPD def2/J DEFGRID3
* xyz 0 1
O 0.74 1.60 0.62
N -1.01 -0.31 -0.68
N 1.78 -0.55 0.80
N -2.21 -1.00 -0.31
N 1.75 1.82 -0.42
C -0.05 0.04 2.30
C 0.76 0.19 1.06
C -0.35 -0.92 -1.83
H -0.43 -0.99 2.36
H -1.15 0.70 -0.86
H 2.21 -0.12 -0.04
H -1.99 -1.95 -0.01
H -0.05 -1.95 -1.60
H 0.58 0.22 3.18
H -1.01 -0.93 -2.71
H 2.41 2.44 0.06
H 0.54 -0.33 -2.07
H -0.88 0.74 2.31
H -2.86 -1.09 -1.10
H 1.23 2.41 -1.07
*
```

The value obtained for the HOMO energy is -8.8 eV. Its SMILES is [H]/N=C(/C)ON.CNN. As for the HOMO-LUMO gap: 9.67 eV.

b.
Computed, not measured: 2 unconnected molecules or ions with the total composition C3H12N4O, with ωB97M-V/def2-TZVPD.

Geometry as ORCA input:
```
! RIJCOSX wB97M-V def2-TZVPD def2/J DEFGRID3
* xyz 0 1
O -1.46 0.58 0.34
N 1.01 1.93 -0.22
N 1.50 0.89 -0.93
N 1.54 2.33 1.02
N 2.45 0.27 -0.37
C -0.44 -1.55 0.89
C -0.96 -0.62 -0.20
C -2.05 -1.26 -1.05
H -1.22 -1.77 1.61
H -1.66 -2.13 -1.57
H 0.20 2.42 -0.58
H -0.09 -2.49 0.45
H -0.11 -0.37 -0.87
H -2.88 -1.57 -0.42
H -2.43 -0.54 -1.77
H -0.72 1.00 0.88
H 2.23 3.07 0.87
H 2.65 -0.60 -0.87
H 0.41 -1.09 1.40
H 2.04 1.51 1.37
*
```

The value obtained for the HOMO energy is -9.3 eV. Its SMILES is [H]/N=N/NN.CC(C)O. As for the HOMO-LUMO gap: 10.29 eV.

The least stable of them is a.

a.
Computed, not measured: 9 unconnected molecules or ions with the total composition CH21O9, with ωB97M-V/def2-TZVPD.

Geometry as ORCA input:
```
! RIJCOSX wB97M-V def2-TZVPD def2/J DEFGRID3
* xyz 1 1
O 4.77 -0.63 -3.02
O -1.12 -0.55 -0.10
O -4.65 -1.95 2.06
O -4.76 -0.81 -4.28
O -0.11 -4.51 1.38
O 4.43 0.71 0.81
O 1.62 -0.42 2.98
O -3.05 2.25 2.78
O 2.51 4.50 -0.88
C -0.76 -0.18 -1.40
H -5.04 0.03 -4.63
H -2.48 2.12 3.54
H -1.48 0.50 -1.86
H 5.63 -0.63 -3.45
H -2.92 3.16 2.51
H 4.18 -0.25 -3.67
H -4.55 -0.63 -3.36
H 0.90 -0.73 2.43
H 3.29 4.11 -0.48
H 5.27 0.85 1.23
H -2.83 1.72 2.01
H 2.23 3.86 -1.52
H 0.26 -5.05 0.69
H -0.42 -3.72 0.93
H 2.35 -0.10 2.43
H 1.32 0.33 3.50
H -0.48 -0.99 -2.07
H 4.63 0.67 -0.13
H -5.20 -2.09 1.29
H -3.77 -1.86 1.71
H 0.21 0.31 -1.45
*
```

The value obtained for the HOMO energy is -9.3 eV. As for the HOMO-LUMO gap: 4.16 eV.

b.
Computed, not measured: 9 unconnected molecules or ions with the total composition CH21O9, with ωB97M-V/def2-TZVPD.

Geometry as ORCA input:
```
! RIJCOSX wB97M-V def2-TZVPD def2/J DEFGRID3
* xyz 1 1
O 2.68 1.13 0.85
O 2.25 -1.44 -2.87
O 1.77 2.34 -1.63
O -0.21 0.69 0.93
O -3.49 -0.67 -1.82
O 0.34 -1.01 3.21
O 0.02 -3.40 -1.03
O -2.18 1.07 2.68
O 0.05 3.43 0.55
C -0.51 -0.01 -0.26
H -2.73 -0.56 -2.39
H -0.81 3.83 0.62
H -0.14 -4.32 -0.83
H 1.78 2.14 -0.69
H -1.63 0.81 1.94
H 0.31 -0.65 -0.57
H -0.11 2.49 0.67
H 3.02 0.35 0.41
H -1.58 1.57 3.24
H -3.84 0.21 -1.70
H 0.71 -1.84 2.91
H 2.40 -1.98 -2.09
H 0.27 -0.48 2.42
H 2.93 -0.77 -2.83
H 0.91 -3.24 -0.72
H 0.84 2.29 -1.87
H 1.73 0.99 0.90
H -0.86 0.59 -1.11
H -1.36 -0.68 -0.10
H -0.10 -3.14 -1.94
H -2.45 0.27 3.13
*
```

The value obtained for the HOMO energy is -12.2 eV. As for the HOMO-LUMO gap: 6.83 eV.

The least stable of them is a.

a.
Computed, not measured: a molecular structure, C6H5IN2O2S, with ωB97M-V/def2-TZVPD.

Geometry as ORCA input:
```
! RIJCOSX wB97M-V def2-TZVPD def2/J DEFGRID3
* xyz 0 1
I 2.93 -1.70 -2.72
S 2.06 -0.96 0.15
O 3.22 -1.11 1.07
O 1.80 0.58 0.04
N 0.70 -1.24 1.15
N 1.65 -1.68 -1.17
C -2.26 0.42 -0.01
C -0.12 -0.25 0.58
C -0.34 1.87 -0.25
C -1.67 1.66 -0.38
C -1.40 -0.60 0.55
C 0.45 0.86 0.17
H -1.72 -1.56 0.68
H -3.30 0.36 0.03
H 0.23 -2.07 1.29
H -2.31 2.49 -0.53
H 0.06 2.92 -0.64
*
```

The value obtained for the HOMO energy is -9.1 eV. As for the HOMO-LUMO gap: 8.94 eV.

b.
Computed, not measured: a molecular structure, C6H5IN2O2S, with ωB97M-V/def2-TZVPD.

Geometry as ORCA input:
```
! RIJCOSX wB97M-V def2-TZVPD def2/J DEFGRID3
* xyz 0 1
I 1.88 -2.98 0.78
S 1.44 -0.27 1.97
O 2.74 -0.05 1.44
O 1.37 -0.64 3.34
N 0.31 0.96 1.69
N 0.59 -1.46 1.03
C 0.06 -0.70 -0.04
C -1.45 1.01 -1.62
C -0.95 1.49 -0.46
C -0.36 -1.11 -1.30
C -1.14 -0.26 -2.09
C -0.13 0.67 0.38
H -2.08 1.70 -2.08
H -0.11 -2.14 -1.42
H -1.48 -0.63 -2.98
H 0.61 1.93 1.65
H -1.31 2.49 -0.30
*
```

The value obtained for the HOMO energy is -8.7 eV. As for the HOMO-LUMO gap: 8.13 eV.

The least stable of them is a.

a.
Computed, not measured: 2 unconnected molecules or ions with the total composition C2H3Br2N3, with ωB97M-V/def2-TZVPD.

Geometry as ORCA input:
```
! RIJCOSX wB97M-V def2-TZVPD def2/J DEFGRID3
* xyz 0 1
Br -2.38 1.11 -0.20
Br 1.91 1.50 0.02
N 0.79 -1.10 -0.14
N -0.25 -1.72 0.47
N -1.02 -0.86 0.93
C 0.57 0.27 -0.32
C -0.61 0.48 0.63
H -0.12 0.79 -2.07
H 1.42 -1.60 -0.67
H -0.31 1.11 1.35
*
```

The value obtained for the HOMO energy (spin up / spin down) is -9.2 / -9.0 eV. As for the HOMO-LUMO gap (spin up / spin down): 7.88 / 7.79 eV.

b.
Computed, not measured: 2 unconnected molecules or ions with the total composition C2H3Br2N3, with ωB97M-V/def2-TZVPD.

Geometry as ORCA input:
```
! RIJCOSX wB97M-V def2-TZVPD def2/J DEFGRID3
* xyz 0 1
Br -2.30 1.47 -0.10
Br 2.24 0.90 -0.07
N -0.79 -2.68 -1.01
N -0.42 -2.07 -0.15
N 0.08 -1.33 0.61
C -0.45 1.52 0.45
C 0.39 1.05 -0.43
H 0.27 0.92 -1.55
H -0.07 1.53 1.45
H 1.05 -1.31 0.78
*
```

The value obtained for the HOMO energy is -9.4 eV. As for the HOMO-LUMO gap: 9.83 eV.

The least stable of them is a.

a.
Computed, not measured: 2 unconnected molecules or ions with the total composition C5H15PSi, with ωB97M-V/def2-TZVPD.

Geometry as ORCA input:
```
! RIJCOSX wB97M-V def2-TZVPD def2/J DEFGRID3
* xyz 0 1
P 5.33 -0.11 0.08
Si -1.23 0.28 -0.05
C 0.52 -0.45 0.26
C 0.95 -1.68 0.26
C -1.74 1.23 1.51
C -1.11 1.36 -1.68
C -2.60 -1.03 -0.38
H -2.80 1.37 1.61
H 1.37 0.23 0.14
H -3.62 -0.67 -0.23
H -0.71 0.67 -2.53
H 4.45 -0.70 0.94
H 4.69 1.20 0.23
H 0.39 -2.59 0.11
H -2.60 -1.73 0.47
H -0.32 2.11 -1.39
H -1.06 2.01 1.84
H 4.45 -0.58 -0.81
H -2.69 -1.59 -1.28
H -1.94 1.91 -2.06
H -1.67 0.62 2.45
H 1.94 -1.85 0.52
*
```

The value obtained for the HOMO energy is -9.9 eV. Its SMILES is C=C[Si](C)(C)C.P. As for the HOMO-LUMO gap: 10.73 eV.

b.
Computed, not measured: 2 unconnected molecules or ions with the total composition C5H15PSi, with ωB97M-V/def2-TZVPD.

Geometry as ORCA input:
```
! RIJCOSX wB97M-V def2-TZVPD def2/J DEFGRID3
* xyz 0 1
P -0.16 -2.21 1.01
Si -1.18 -0.63 -0.42
C 3.77 0.80 -0.22
C -3.02 -0.85 -0.87
C 3.41 -0.38 -0.47
C -1.45 1.82 1.24
C -0.43 1.04 0.40
H -0.53 -0.85 -1.69
H -3.26 0.08 -1.41
H -1.98 2.58 0.61
H -0.85 -3.36 0.56
H -3.12 -1.73 -1.39
H 0.41 0.79 0.93
H -1.07 2.41 2.04
H -3.80 -0.89 -0.10
H 3.68 1.69 -0.93
H 2.87 -0.75 -1.33
H -2.21 1.19 1.61
H -0.13 1.72 -0.44
H 0.92 -2.32 -0.01
H 4.47 1.00 0.51
H 3.66 -1.14 0.35
*
```

The value obtained for the HOMO energy is -9.1 eV. Its SMILES is CC[Si@H](C)P.C=C. As for the HOMO-LUMO gap: 9.90 eV.

The least stable of them is b.